# C3H6NO4S

A gas-phase ion, C3H6NO4S (charge -1) in a non-equilibrium geometry (ωB97M-V with the def2-TZVPD basis set, OMol25).

Last column: natural (NBO) charge in e.
CARTESIAN COORDINATES (ANGSTROEM)
C 0.74 -1.56 1.02  -0.659
C 0.59 -0.16 0.51  0.293
C 1.57 0.42 -0.47  -0.690
N -0.39 0.50 1.00  -0.169
O -0.83 1.49 0.06  -0.633
S -2.17 0.89 -0.75  2.553
O -2.33 1.93 -1.74  -1.009
O -3.22 0.79 0.24  -1.003
O -1.73 -0.39 -1.29  -1.033
H -0.11 -2.16 0.68  0.249
H 0.74 -1.56 2.11  0.225
H 1.67 -2.01 0.66  0.193
H 2.02 1.29 0.03  0.223
H 2.36 -0.28 -0.72  0.196
H 1.09 0.81 -1.36  0.263

highest occupied orbital energy	-5.075	eV
SMILES	CC(C)=NOS(=O)(=O)[O-]
charge	-1
energy above the lowest of the compared OMol25 structures with the same formula, charge and spin	22.9	kcal/mol
lowest unoccupied orbital energy	3.6552	eV